(1)
The following is a DFT calculation (ωB97M-V with the def2-TZVPD basis set) of a 2-piece molecular cluster, C4H9NO overall at a distorted geometry.

Geometry as ORCA input:
```
! RIJCOSX wB97M-V def2-TZVPD def2/J DEFGRID3
* xyz 0 1
O -5.044 -0.892 -0.591
H 3.280 1.798 0.865
H 3.661 -0.167 0.684
H -5.693 -0.696 -1.270
H 1.192 2.493 -0.113
H -0.076 1.455 -0.276
H 0.597 1.620 1.191
C 0.811 1.548 0.225
C 1.750 0.356 0.185
N 1.287 -0.992 0.213
C 0.175 -1.008 -0.430
H -0.155 -0.320 -1.315
C 2.978 0.747 0.604
H -0.503 -1.748 -0.124
H -5.239 -0.214 0.092
*
```

SMILES   C=NC(=C)C.O
LUMO   0.0224 Eh
Max |F|   0.0876 Eh/bohr
Total energy   -287.6899 Eh
HOMO-LUMO gap   9.22 eV

=====

(2)
The following is a DFT calculation (ωB97M-V with the def2-TZVPD basis set) of a 4-piece molecular cluster, C22H54NO2 overall.

Geometry as ORCA input:
```
! RIJCOSX wB97M-V def2-TZVPD def2/J DEFGRID3
* xyz 1 1
C 3.298 3.744 -1.432
H -3.963 -3.971 6.196
C -3.089 -3.503 2.090
H 6.204 0.927 -1.942
H 5.414 2.310 -3.815
H -0.393 2.878 -1.223
H -0.426 -1.675 1.374
O -4.782 -1.896 2.360
H 2.463 -1.773 -0.200
H -2.402 -3.381 4.935
H 2.928 -0.161 0.277
C 4.106 3.613 -2.723
H -1.461 -4.906 1.920
H -1.009 -2.037 -2.349
H -4.848 0.460 -0.412
C -3.803 0.774 -0.417
C -2.184 -5.174 3.872
H 0.804 -0.059 -0.904
H 0.737 -3.262 -0.146
H -1.578 1.630 -2.953
H 2.081 -0.602 2.608
H -2.490 3.684 -3.529
H -1.352 -5.857 4.062
H -3.712 -4.180 1.495
H -2.638 5.352 -2.991
C -2.250 3.949 -1.380
H -3.104 -5.753 3.758
H -1.237 0.609 -1.577
H -1.007 -3.388 -0.234
C -0.110 -2.540 -1.987
H -4.567 -3.480 3.693
C 4.833 2.276 -2.888
H -1.915 4.741 -0.706
O -3.569 -4.768 5.806
H -3.328 -2.175 3.798
C 2.198 -0.950 0.471
H -3.309 3.792 -1.155
H -0.032 -3.497 -2.503
C -2.100 4.418 -2.822
C 0.807 -0.421 0.127
C -1.894 -4.255 2.690
H 1.531 2.693 -2.125
H 3.970 3.707 -0.570
H -1.567 2.442 -0.006
H 4.100 1.475 -3.024
H -3.215 -0.025 0.044
C -1.847 1.459 -1.907
H 4.827 4.432 -2.774
H 2.832 4.732 -1.407
H 1.645 2.817 -0.368
H -3.721 1.656 0.221
H -1.614 -4.559 5.812
C -3.323 1.069 -1.833
C 2.333 -1.411 1.918
H 2.664 1.674 -1.240
H 7.545 2.595 -0.701
H 3.435 3.750 -3.577
H 3.352 -1.731 2.137
H -3.940 1.864 -2.261
H -2.689 -2.744 1.406
N -2.384 -4.383 5.159
H -1.050 4.590 -3.068
C -1.459 2.679 -1.069
C -3.966 -2.766 3.100
H 6.481 3.897 -1.219
H 0.593 0.454 0.748
H 1.672 -2.254 2.133
C 6.877 2.919 -1.499
H 7.476 3.053 -2.403
C -0.162 -2.733 -0.477
H -1.089 -3.546 2.944
C 2.225 2.673 -1.281
H -3.486 0.191 -2.464
H 0.750 -1.938 -2.284
H 5.183 1.784 -0.813
H -1.267 -0.956 0.018
C 5.763 1.905 -1.734
C -0.324 -1.434 0.308
H -5.478 -1.523 2.913
*
```

LUMO   -0.1324 Eh
Max |F|   0.0043 Eh/bohr
Total energy   -1075.5446 Eh
HOMO-LUMO gap   8.64 eV